C24H34O7 | ωB97M-V/def2-TZVPD

```
65
C24H34O7 (ωB97M-V/def2-TZVPD)
C -2.019 -2.962 0.659
C -0.550 -3.527 0.939
H -0.513 -3.740 1.961
H -0.395 -4.393 0.265
O 0.347 -2.703 0.674
C 0.728 -2.370 -0.350
O 0.322 -2.983 -1.221
C 1.844 -1.189 -0.540
C 3.125 -1.808 -0.027
O 4.126 -2.055 -0.713
C 3.207 -1.997 1.539
H 3.615 -1.258 1.942
H 3.949 -3.233 1.526
H 2.312 -2.315 1.986
H 2.001 -0.968 -1.600
C 1.379 0.011 0.510
C 0.012 0.159 0.268
C -0.898 0.324 1.400
C -2.113 0.732 1.124
C -2.798 0.862 0.043
C -1.976 0.749 -1.281
C -0.700 0.609 -0.889
H 0.032 0.583 -1.870
H -2.429 0.949 -1.991
O -4.080 1.218 -0.573
C -4.911 1.118 0.734
C -6.387 1.145 0.188
H -6.974 1.897 0.966
H -6.410 2.046 -0.485
C -7.041 0.031 -0.290
C -8.537 0.471 -0.694
H -9.094 0.650 0.135
H -9.012 -0.488 -1.007
H -8.664 1.023 -1.407
C -6.422 -0.498 -1.624
H -5.301 -0.454 -1.405
H -6.851 -1.328 -2.162
H -6.442 0.344 -2.142
H -7.036 -0.669 0.420
H -4.837 2.046 1.516
H -4.884 0.076 1.470
H -2.969 0.738 2.315
H -0.556 0.163 2.337
H 1.612 -0.267 1.469
C 2.175 1.309 -0.178
C 2.073 2.497 0.577
O 1.764 3.438 -0.017
C 2.050 2.387 2.125
H 1.027 2.157 2.329
H 1.824 3.616 2.523
H 2.793 2.006 2.401
C 3.784 1.018 0.080
O 4.422 0.799 1.118
O 4.501 0.943 -0.898
C 5.945 0.629 -0.840
C 6.539 1.377 -1.977
H 7.528 0.964 -2.251
H 6.311 2.369 -2.142
H 6.066 0.974 -3.063
H 6.405 1.083 0.260
H 5.969 -0.467 -1.029
H 2.186 1.388 -1.088
H -2.774 -3.726 0.650
H -2.226 -2.678 -0.361
H -2.287 -2.215 1.236
```

Output
- 2S+1 = 1
- charge = 0
- ΔE to the lowest compared entry with this formula, charge and spin (eV) = 22.865
- Kohn-Sham gap (eV) = 9.04
- E_HOMO (eV) = -8.78

C24H35AlCl3N4OPSiTe | ωB97M-V/def2-TZVPD

```
71
C24H35AlCl3N4OPSiTe (ωB97M-V/def2-TZVPD)
Al -0.122 0.400 1.090
Cl -0.250 2.478 1.328
Si -0.131 1.012 -1.374
Cl 0.954 2.116 -2.615
Cl -2.094 1.322 -1.685
C 4.603 -0.761 3.974
N 3.299 -0.820 3.323
C 2.540 -2.010 3.651
P 3.022 0.008 1.922
O 1.495 0.128 1.748
N 3.559 -0.792 0.575
C 4.584 -1.819 0.600
C 3.441 -0.132 -0.713
N 3.642 1.530 1.975
C 5.008 1.837 1.574
C 3.089 2.486 2.922
H 4.465 -0.536 5.035
H 5.220 0.015 3.527
H 5.122 -1.719 3.888
H 2.439 -2.079 4.734
H 3.025 -2.921 3.287
H 1.553 -1.930 3.208
H 4.610 -2.301 1.573
H 5.575 -1.421 0.366
H 4.341 -2.572 -0.155
H 2.695 0.658 -0.641
H 3.129 -0.866 -1.460
H 4.395 0.298 -1.028
H 5.460 0.989 1.063
H 5.624 2.095 2.440
H 5.002 2.698 0.898
H 2.073 2.195 3.181
H 3.075 3.473 2.458
H 3.687 2.537 3.835
Te -2.793 -0.045 1.228
C -3.204 -1.387 2.857
C -3.971 -2.523 2.639
C -4.238 -3.389 3.689
C -3.751 -3.120 4.958
C -2.988 -1.983 5.174
C -2.715 -1.116 4.129
C -3.834 1.539 2.218
C -5.177 1.703 1.908
C -5.941 2.606 2.631
C -5.362 3.341 3.654
C -4.010 3.203 3.927
C -3.243 2.298 3.214
H -4.360 -2.731 1.651
H -4.836 -4.271 3.516
H -3.977 -3.782 5.781
H -2.617 -1.760 6.163
H -2.119 -0.228 4.304
H -5.626 1.125 1.110
H -6.987 2.728 2.394
H -5.963 4.018 4.243
H -3.547 3.799 4.700
H -2.186 2.192 3.432
C 0.499 -5.912 1.031
C 0.254 -4.458 0.893
C 0.476 -3.767 -0.301
C 0.274 -2.403 -0.359
N -0.119 -1.683 0.694
C -0.342 -2.336 1.838
C -0.195 -3.697 1.977
H 1.125 -6.287 0.228
H -0.441 -6.464 1.018
H 0.975 -6.123 1.987
H 0.813 -4.291 -1.184
H 0.442 -1.852 -1.276
H -0.662 -1.721 2.678
H -0.400 -4.156 2.931
```

Output
- 2S+1 = 1
- charge = +2
- ΔE to the lowest compared entry with this formula, charge and spin (eV) = 0.986
- Kohn-Sham gap (eV) = 7.44
- E_HOMO (eV) = -14.03

C24H35BCdN5O8 | ωB97M-V/def2-TZVPD

```
74
C24H35BCdN5O8 (ωB97M-V/def2-TZVPD)
Cd -0.832 -0.284 0.414
O 2.092 2.992 -3.556
C 2.665 2.316 -4.345
O 3.462 2.663 -5.330
B 4.012 1.430 -5.988
O 3.522 0.287 -5.188
C 2.809 0.774 -4.205
O 2.206 0.088 -3.391
O 5.468 1.476 -5.890
C 5.939 1.144 -7.103
O 7.127 1.015 -7.360
C 4.727 0.909 -8.118
O 3.641 1.259 -7.395
O 4.921 0.643 -9.323
C -1.141 -9.991 -1.001
C -0.936 -8.560 -1.339
C -2.146 -7.693 -0.869
C -1.774 -6.230 -0.761
N -1.522 -5.094 -0.615
H -0.368 -10.655 -1.388
H -2.080 -10.390 -1.384
H -1.247 -10.033 0.083
H -0.853 -8.353 -2.406
H -0.033 -8.261 -0.807
H -2.461 -7.925 0.148
H -3.007 -7.811 -1.526
C 0.735 7.587 0.062
C 1.474 7.629 1.442
C 2.217 6.304 1.779
C 1.431 5.089 1.698
N 0.796 4.104 1.642
H 1.358 7.461 -0.824
H 0.105 8.460 -0.107
H 0.029 6.757 0.106
H 0.695 7.874 2.164
H 2.258 8.384 1.493
H 2.511 6.364 2.827
H 3.134 6.132 1.214
C -5.741 -2.169 7.299
C -5.988 -0.650 7.184
C -4.648 -0.038 6.703
C -4.137 -0.444 5.387
N -3.760 -0.705 4.316
H -4.772 -2.526 7.650
H -5.859 -2.728 6.370
H -6.512 -2.537 7.975
H -6.325 -0.148 8.091
H -6.661 -0.446 6.351
H -3.800 -0.122 7.381
H -4.888 1.022 6.620
C 5.860 -1.084 5.680
C 5.131 -2.437 5.694
C 4.803 -2.958 4.260
C 3.703 -2.278 3.581
N 2.855 -1.783 3.027
H 5.173 -0.255 5.510
H 6.601 -0.942 4.893
H 6.278 -0.841 6.657
H 4.205 -2.353 6.263
H 5.740 -3.165 6.229
H 4.339 -3.942 4.316
H 5.598 -3.047 3.519
C -3.710 2.775 -6.924
C -4.700 3.268 -5.783
C -4.081 3.957 -4.569
C -3.541 2.918 -3.597
N -3.168 2.128 -2.908
H -3.071 1.967 -6.568
H -3.013 3.562 -7.211
H -4.202 2.503 -7.858
H -5.260 2.413 -5.406
H -5.426 4.020 -6.089
H -4.726 4.639 -4.015
H -3.233 4.567 -4.881
```

Output
- 2S+1 = 1
- charge = +1
- ΔE to the lowest compared entry with this formula, charge and spin (eV) = 11.594
- Kohn-Sham gap (eV) = 1.73
- E_HOMO (eV) = -11.64

C24H35BF5O17 | ωB97M-V/def2-TZVPD

```
82
C24H35BF5O17 (ωB97M-V/def2-TZVPD)
C 3.027 3.706 1.922
C 4.037 2.977 0.967
C 3.522 2.868 -0.521
C 3.476 1.365 -0.925
C 2.042 0.765 -1.088
C 0.960 1.249 -0.071
C -0.350 1.643 -0.869
C -1.365 2.512 -0.085
C -0.810 3.975 0.092
B -0.631 4.770 -1.265
O -1.603 5.708 -1.718
O 0.503 4.668 -2.117
H 3.521 4.400 2.616
H 2.525 2.926 2.520
H 2.245 4.218 1.345
H 5.012 3.495 1.000
H 4.222 1.984 1.403
H 4.246 3.442 -1.116
H 2.555 3.385 -0.592
H 4.060 0.709 -0.265
H 3.961 1.289 -1.921
H 1.726 0.889 -2.139
H 2.132 -0.336 -0.945
H 1.291 2.029 0.629
H 0.677 0.378 0.547
H -0.867 0.680 -1.078
H -0.096 2.059 -1.868
H -1.408 2.072 0.935
H -1.508 4.550 0.727
H 0.176 3.965 0.638
H -1.091 6.340 -2.222
H 0.956 3.854 -1.917
C -4.663 0.478 1.383
C -5.002 -0.983 1.354
O -3.777 -1.579 0.970
C -2.790 -0.748 1.419
O -1.648 -1.064 1.500
O -3.285 0.459 1.763
F -5.947 -1.270 0.412
H -4.760 0.950 0.402
H -5.268 1.033 2.106
H -5.318 -1.393 2.318
C 8.185 4.908 -2.867
C 6.972 4.026 -2.781
O 6.673 4.039 -1.397
C 7.115 5.236 -0.922
O 6.805 5.700 0.119
O 7.958 5.835 -1.806
F 7.257 2.754 -3.160
H 9.109 4.357 -2.679
H 8.267 5.421 -3.823
H 6.108 4.389 -3.344
C -8.897 -0.969 4.344
C -7.723 -0.886 5.280
O -6.750 -0.218 4.495
C -7.435 0.571 3.623
O -6.952 1.454 3.000
O -8.742 0.217 3.563
F -7.258 -2.117 5.608
H -8.845 -1.844 3.694
H -9.852 -0.972 4.866
H -7.912 -0.314 6.191
C -0.032 -2.728 -1.433
C -0.379 -4.187 -1.398
O 0.846 -4.808 -1.763
C 1.836 -3.966 -1.346
O 2.975 -4.278 -1.248
O 1.349 -2.740 -1.055
F -1.324 -4.503 -2.325
H -0.132 -2.298 -2.431
H -0.624 -2.137 -0.734
H -0.695 -4.552 -0.418
C 0.510 -8.386 -1.261
C -0.529 -8.736 -2.287
O -1.031 -9.974 -1.809
C -0.880 -9.954 -0.456
O -1.420 -10.698 0.288
O -0.035 -8.965 -0.071
F 0.022 -8.928 -3.513
H 1.478 -8.843 -1.476
H 0.646 -7.312 -1.149
H -1.347 -8.015 -2.365
```

Output
- 2S+1 = 1
- charge = -1
- Kohn-Sham gap (eV) = 3.05
- E_HOMO (eV) = -1.29

C24H35Cl2F5N2O9S2 | ωB97M-V/def2-TZVPD

```
79
C24H35Cl2F5N2O9S2 (ωB97M-V/def2-TZVPD)
C 2.577 1.267 -0.127
C 1.797 -0.030 0.038
Cl 2.944 -1.212 0.833
C 0.523 -0.016 0.909
Cl 0.476 1.384 2.041
C -0.819 -0.127 0.212
C -1.089 0.562 -0.989
N -0.078 1.400 -1.545
C -2.312 0.423 -1.640
C -3.257 -0.398 -1.064
C -3.006 -1.071 0.119
C -1.799 -0.955 0.799
C -1.604 -1.689 2.101
C -1.306 -3.193 1.930
O -1.974 -4.021 2.869
C -4.239 -1.827 0.464
O -4.419 -2.576 1.381
N -5.243 -1.535 -0.523
C -6.487 -1.013 0.097
C -7.586 -0.724 -0.927
C -8.954 -0.903 -0.260
C -10.129 -0.598 -1.177
F -9.794 -0.751 -2.484
F -11.138 -1.481 -0.928
C -10.738 0.846 -1.015
F -10.936 1.423 -2.210
F -9.901 1.640 -0.316
F -11.908 0.811 -0.360
C -4.638 -0.707 -1.512
O -5.152 -0.370 -2.541
H 3.249 1.181 -0.981
H 1.922 2.122 -0.262
H 3.198 1.434 0.755
H 1.579 -0.498 -0.918
H 0.607 -0.880 1.555
H -0.297 2.381 -1.440
H 0.079 1.194 -2.522
H -2.517 0.944 -2.568
H -0.815 -1.234 2.697
H -2.526 -1.592 2.684
H -0.227 -3.351 2.041
H -1.616 -3.532 0.941
H -2.129 -3.526 3.678
H -6.817 -1.784 0.796
H -6.247 -0.118 0.684
H -7.493 0.311 -1.266
H -7.481 -1.374 -1.791
H -9.000 -0.277 0.631
H -9.068 -1.937 0.074
C 5.538 -0.838 -6.025
C 6.118 -0.677 -4.636
O 6.517 0.688 -4.358
S 5.376 1.723 -3.983
C 6.412 2.979 -3.324
O 4.569 1.158 -2.942
O 4.743 2.199 -5.175
H 4.582 -0.327 -6.121
H 5.387 -1.897 -6.234
H 6.216 -0.425 -6.773
H 5.421 -1.005 -3.864
H 7.035 -1.251 -4.526
H 6.911 2.592 -2.440
H 5.765 3.814 -3.065
H 7.128 3.275 -4.086
C 5.854 -1.318 4.476
C 4.920 -0.201 4.890
O 5.634 1.017 5.208
S 6.148 1.919 4.006
C 6.512 3.353 4.958
O 5.053 2.183 3.122
O 7.363 1.377 3.483
H 6.325 -1.104 3.518
H 5.298 -2.252 4.384
H 6.644 -1.449 5.216
H 4.167 0.003 4.127
H 4.397 -0.459 5.809
H 5.587 3.735 5.381
H 6.951 4.078 4.277
H 7.221 3.083 5.735
```

Output
- 2S+1 = 1
- charge = 0
- ΔE to the lowest compared entry with this formula, charge and spin (eV) = 0.000
- SMILES = C[C@@H](Cl)[C@@H](Cl)c1c(N)cc2c(c1CCO)C(=O)N(CCCC(F)(F)C(F)(F)F)C2=O.CCOS(C)(=O)=O.CCOS(C)(=O)=O
- Kohn-Sham gap (eV) = 9.29
- E_HOMO (eV) = -9.82

C24H35ClFO16 | ωB97M-V/def2-TZVPD

```
77
C24H35ClFO16 (ωB97M-V/def2-TZVPD)
Cl -0.775 -0.298 -0.132
O -1.133 0.097 -1.425
O 0.222 0.673 0.225
O -1.854 -0.496 0.792
O -0.089 -1.547 -0.436
C 4.061 1.139 -1.949
O 2.721 1.137 -2.481
C 2.138 0.067 -3.017
O 1.035 0.095 -3.670
O 2.685 -1.096 -2.635
C 2.178 -2.309 -3.000
H 4.882 1.181 -2.664
H 4.195 0.282 -1.289
H 4.239 1.920 -1.210
H 2.092 -2.427 -4.081
H 1.177 -2.356 -2.573
H 2.679 -3.192 -2.604
C 1.149 4.709 -2.948
O 0.068 4.334 -2.118
C -0.698 3.238 -2.445
O -0.497 2.313 -3.279
O -1.652 3.032 -1.493
C -1.859 3.936 -0.360
H 0.875 4.704 -4.002
H 1.972 4.002 -2.841
H 1.640 5.623 -2.613
H -1.842 3.337 0.550
H -2.900 4.112 -0.632
H -1.268 4.846 -0.261
C 5.983 6.417 0.905
O 4.889 5.579 1.287
C 4.334 4.712 0.382
O 4.719 4.539 -0.784
O 3.304 4.113 1.062
C 2.417 3.329 0.333
H 6.198 7.270 1.550
H 5.784 6.815 -0.090
H 6.904 5.835 0.865
H 2.146 3.672 -0.666
H 1.533 3.451 0.958
H 2.701 2.277 0.327
C -4.108 -7.248 1.328
O -3.368 -6.094 1.192
C -3.196 -5.368 2.243
O -3.494 -5.583 3.376
O -2.623 -4.245 1.875
C -2.353 -3.160 2.814
H -5.117 -6.972 1.021
H -4.118 -7.750 2.295
H -3.758 -8.057 0.686
H -1.416 -2.694 2.508
H -2.221 -3.530 3.830
H -3.224 -2.505 2.831
F -4.488 6.056 2.497
C -4.421 4.673 2.284
C -3.425 3.848 2.833
C -3.294 2.457 2.484
C -4.290 1.947 1.623
C -5.293 2.787 1.146
C -5.425 4.052 1.586
H -2.650 4.182 3.507
H -2.459 1.851 2.802
H -4.278 0.925 1.274
H -6.023 2.350 0.481
H -6.265 4.630 1.231
C 1.277 -7.712 -0.044
C 0.126 -6.975 0.427
C 0.068 -5.609 0.276
C 1.163 -4.956 -0.246
C 2.289 -5.659 -0.701
C 2.317 -6.981 -0.551
H 1.453 -8.768 0.101
H -0.713 -7.492 0.868
H -0.706 -4.976 0.685
H 1.331 -3.890 -0.234
H 3.137 -5.083 -1.039
H 3.213 -7.516 -0.827
```

Output
- <S²> = 0.7631
- 2S+1 = 2
- charge = 0
- Kohn-Sham gap (alpha / beta) (eV) = 9.61 / 4.27
- E_HOMO (alpha / beta) (eV) = -9.20 / -9.20

E, record by record: -1460.7987, -3751.4370, -2003.4101, -2738.8548, -3938.3078, -2698.9038 hartree